CH3N4S | wB97M-V/def2-TZVPD

```
! RIJCOSX wB97M-V def2-TZVPD def2/J DEFGRID3
* xyz -1 1
S -3.144 -0.176 0.076
N -1.545 0.004 -0.286
N -0.963 1.197 -0.452
N 0.336 1.011 -0.713
N -0.684 -0.955 -0.531
C 0.464 -0.355 -0.893
H 2.136 0.343 1.980
H 2.018 -0.117 1.467
H 1.382 -0.952 -0.649
*
```

Values from the calculation:
ΔE to the lowest compared entry with this formula, charge and spin (kJ/mol): 136.75
HOMO energy (eV): -3.2
E_LUMO (eV): 4.2